Record 1
Entry from the Open Molecules 2025 dataset: a structure of composition C62H70IN10O3P2Y in a non-equilibrium geometry (ωB97M-V with the def2-TZVPD basis set).

Each line ends with the Löwdin charge.
Positions of all 149 atoms, in Å:
1 Y -0.58694 -0.28142 1.38820  1.369
2 C 3.37360 2.34499 2.69783  -0.017
3 C 2.07309 3.10019 2.58267  -0.260
4 N 2.11726 4.41185 2.67061  0.136
5 C 0.96695 5.12162 2.71691  -0.086
6 C -0.26180 4.52781 2.79174  -0.165
7 C -1.50137 5.37193 2.96487  -0.192
8 O -2.09331 5.23602 4.25655  -0.047
9 C -0.33378 3.11493 2.68236  -0.099
10 C -1.56998 2.46942 3.09167  -0.050
11 N -1.91651 1.23191 2.98158  0.003
12 C -3.10271 0.88681 3.72594  -0.323
13 C -4.17881 1.76650 3.85489  -0.037
14 C -5.28750 1.44446 4.61716  -0.053
15 C -5.35713 0.22424 5.27530  -0.060
16 C -4.29978 -0.66359 5.17016  -0.143
17 C -3.19842 -0.32527 4.40039  -0.612
18 I -1.58492 -1.65514 4.37345  1.158
19 C 0.83788 2.38920 2.43444  -0.288
20 O 0.83967 1.11511 2.13772  -0.241
21 H 4.18571 2.92342 2.25766  0.086
22 H 3.30385 1.36306 2.23328  0.038
23 H 3.60622 2.19769 3.75683  0.100
24 H 1.07224 6.20294 2.74928  0.121
25 H -2.26965 5.06394 2.25908  0.111
26 H -1.25323 6.41094 2.74961  0.126
27 H -1.56546 5.71292 4.90409  0.104
28 H -2.21024 3.12104 3.67618  0.114
29 H -4.15399 2.72203 3.34419  0.114
30 H -6.10263 2.15648 4.69731  0.118
31 H -6.22400 -0.03378 5.87197  0.117
32 H -4.31802 -1.60611 5.70116  0.098
33 N -0.49276 -10.86669 2.28303  0.180
34 C -0.48738 -9.71676 2.21711  -0.164
35 C -0.47407 -8.27553 2.10928  -0.213
36 C -1.57383 -7.52721 2.51554  0.003
37 C -1.56362 -6.14952 2.37264  -0.011
38 C -0.45846 -5.49291 1.82774  -0.178
39 C 0.65522 -6.25467 1.46657  -0.032
40 C 0.64938 -7.63318 1.59439  -0.006
41 C -0.47396 -4.00758 1.63746  -0.067
42 C 0.57903 -3.28793 2.25059  -0.330
43 C 1.48380 -3.82843 3.19863  -0.016
44 C 2.26339 -2.78426 3.66781  -0.052
45 C 1.81318 -1.63831 3.00358  -0.209
46 N 0.82262 -1.91572 2.13709  -0.126
47 C -1.55712 -3.47443 0.93262  -0.288
48 C -2.55624 -4.23087 0.25905  -0.007
49 C -3.49174 -3.34378 -0.22358  -0.038
50 C -3.03467 -2.06941 0.15234  -0.161
51 N -1.87211 -2.11020 0.81219  -0.080
52 H -2.43433 -8.02952 2.93852  0.131
53 H -2.41437 -5.56816 2.70784  0.130
54 H 1.53321 -5.76018 1.07161  0.103
55 H 1.51004 -8.21926 1.29844  0.126
56 H 1.51180 -4.85811 3.53065  0.120
57 H 3.04687 -2.82594 4.41442  0.109
58 H 2.16858 -0.62462 3.13928  0.101
59 H -2.56581 -5.30479 0.13707  0.120
60 H -4.40032 -3.56039 -0.77244  0.111
61 H -3.53580 -1.13884 -0.05624  0.072
62 O 1.08776 0.24198 -0.79199  -0.325
63 P 2.31377 0.31823 -1.64230  0.581
64 N 3.54453 -0.71273 -1.03285  -0.210
65 C 3.38210 -1.09101 0.41412  -0.185
66 C 4.79870 -1.39460 0.93180  -0.128
67 C 5.72951 -1.24907 -0.28869  -0.150
68 C 4.97549 -0.31344 -1.22304  -0.175
69 N 2.03514 -0.26914 -3.16508  -0.172
70 C 3.11205 -0.22581 -4.19536  -0.191
71 C 2.35635 -0.26127 -5.52480  -0.147
72 C 1.06007 0.49564 -5.21623  -0.151
73 C 0.71467 0.01643 -3.81186  -0.181
74 N 3.04949 1.76949 -1.76736  -0.183
75 C 3.30631 2.51176 -0.50809  -0.179
76 C 3.88060 3.84886 -0.99795  -0.121
77 C 3.41664 3.97345 -2.47430  -0.125
78 C 2.49182 2.77626 -2.69843  -0.164
79 H 2.71519 -1.94828 0.48992  0.082
80 H 2.90983 -0.28530 0.96854  0.069
81 H 4.85348 -2.39351 1.36460  0.112
82 H 5.07584 -0.69084 1.71737  0.116
83 H 5.90536 -2.22075 -0.76362  0.097
84 H 6.70457 -0.84240 -0.02437  0.124
85 H 5.27232 -0.41573 -2.26689  0.113
86 H 5.13889 0.72480 -0.93547  0.106
87 H 3.78880 -1.07768 -4.09493  0.094
88 H 3.71218 0.68314 -4.10882  0.108
89 H 2.12612 -1.29301 -5.80332  0.116
90 H 2.93829 0.18687 -6.32805  0.122
91 H 0.26134 0.27413 -5.92220  0.122
92 H 1.23697 1.57254 -5.22673  0.105
93 H 0.13774 -0.90953 -3.86528  0.097
94 H 0.13619 0.73800 -3.23642  0.084
95 H 3.98607 1.96181 0.14132  0.090
96 H 2.36974 2.67009 0.03499  0.106
97 H 4.96583 3.85274 -0.93052  0.112
98 H 3.51035 4.66482 -0.37735  0.109
99 H 4.27037 3.92194 -3.14827  0.113
100 H 2.89261 4.90916 -2.66363  0.106
101 H 2.50036 2.41298 -3.72601  0.100
102 H 1.46820 3.02285 -2.42706  0.088
103 C -0.26942 5.14379 -2.71076  -0.074
104 C -0.10303 4.95516 -1.34423  -0.070
105 C -0.56926 3.79346 -0.74265  -0.114
106 C -1.23275 2.81427 -1.48929  -0.360
107 C -1.34330 2.98682 -2.86942  -0.084
108 C -0.86572 4.14908 -3.47297  -0.061
109 P -2.04107 1.42747 -0.58590  1.082
110 C -2.85143 0.53662 -1.97412  -0.391
111 C -2.22649 -0.60112 -2.47869  -0.150
112 C -2.77424 -1.30048 -3.54556  -0.074
113 C -3.96115 -0.86561 -4.11720  -0.058
114 C -4.58852 0.27498 -3.62807  -0.047
115 C -4.03643 0.97796 -2.56404  -0.070
116 C -3.52230 2.29395 0.08787  -0.374
117 C -4.57224 1.50665 0.56200  -0.124
118 C -5.80061 2.06972 0.87260  -0.070
119 C -5.98163 3.44368 0.77433  -0.062
120 C -4.92540 4.24403 0.36617  -0.059
121 C -3.70716 3.67409 0.00688  -0.082
122 H 0.07075 6.06013 -3.18219  0.117
123 H 0.38243 5.71592 -0.74135  0.115
124 H -0.45063 3.66501 0.32712  0.084
125 H -1.83506 2.24141 -3.48075  0.102
126 H -0.97895 4.27901 -4.54431  0.115
127 H -1.31122 -0.94386 -2.01021  0.064
128 H -2.28544 -2.19259 -3.92488  0.109
129 H -4.40325 -1.41719 -4.93952  0.114
130 H -5.51494 0.61977 -4.07316  0.116
131 H -4.53156 1.86876 -2.19752  0.116
132 H -4.45300 0.43464 0.67219  0.091
133 H -6.61392 1.43171 1.20115  0.118
134 H -6.94036 3.88697 1.01445  0.115
135 H -5.05543 5.31948 0.29476  0.115
136 H -2.91450 4.31324 -0.36221  0.096
137 N 3.70006 -3.20167 -2.05328  0.165
138 C 2.42032 -3.88416 -2.43576  -0.123
139 C 1.42483 -3.86830 -1.27207  -0.241
140 N 0.51909 -2.73345 -1.20961  0.056
141 H 4.36327 -3.21847 -2.82319  0.155
142 H 4.13458 -3.68680 -1.27252  0.150
143 H 3.56771 -2.16135 -1.75593  0.083
144 H 2.65435 -4.90349 -2.73779  0.130
145 H 2.01018 -3.34800 -3.28860  0.120
146 H 1.98478 -3.91138 -0.32618  0.098
147 H 0.83012 -4.77933 -1.32053  0.123
148 H -0.18283 -2.78995 -1.93796  0.076
149 H 0.99227 -1.84339 -1.28084  0.008

Results
DFT total energy: -114189.81519 eV
M: 1281.1 g/mol
relative energy (zero: lowest compared OMol25 entry of this formula, charge and spin): 1.336 eV
total charge: +2
E_HOMO: -11.94 eV
HOMO-LUMO gap: 0.2493 Eh

---

Record 2
Entry from the Open Molecules 2025 dataset: a cluster of 2 separate species, C2H2N2O2S in total in a non-equilibrium geometry (ωB97M-V with the def2-TZVPD basis set).

Each line ends with the Löwdin charge.
Positions of all 9 atoms, in Å:
1 C 1.79181 1.04120 -0.30383  -0.319
2 C 1.60615 -0.14630 0.40242  0.003
3 N 1.89607 2.02630 -0.92282  0.148
4 N -1.04429 -0.58419 1.03560  -0.078
5 O -3.41379 -0.66445 -0.05879  -0.260
6 O -1.37544 -0.12849 -1.36811  -0.251
7 S -1.97390 -0.49529 -0.13872  0.637
8 H 1.05045 -1.01045 -0.11724  0.075
9 H 1.46295 -0.03834 1.47149  0.047

Results
DFT total energy: -20010.54337 eV
M: 118.1 g/mol
expectation value of S²: 2.028
relative energy (zero: lowest compared OMol25 entry of this formula, charge and spin): 1.297 eV
total charge: 0
multiplicity: 3
E_HOMO (alpha / beta): -9.75 / -11.89 eV
HOMO-LUMO gap (alpha / beta): 0.3252 / 0.3009 Eh

---

- Which formula does entry 1 have?
  C62H70IN10O3P2Y

---

- Among the records above, which one has the lowest total charge?
  C2H2N2O2S